1.
{"formula": "C5H7N", "method": "wB97M-V/def2-TZVPD", "species": ["C", "C", "N", "C", "C", "C", "H", "H", "H", "H", "H", "H", "H"], "coordinates": [[-1.016356, 2.174010, -0.135929], [0.113958, 1.530243, 0.040181], [1.205685, 1.003848, 0.189593], [1.415289, -0.442650, 0.339133], [0.175623, -1.293726, 0.483530], [-0.749616, -1.418983, -0.462875], [-1.400539, 2.338705, -1.136033], [-1.579518, 2.538951, 0.714775], [2.071085, -0.568752, 1.205699], [2.000363, -0.752934, -0.534329], [0.037594, -1.801467, 1.437037], [-0.656158, -0.919358, -1.425464], [-1.644038, -2.016349, -0.309418]], "forces_ev_per_a": [[0.097, -0.055, 0.022], [0.360, -0.163, 0.053], [-0.694, 0.357, -0.086], [0.110, -0.196, -0.001], [-0.161, 0.006, -0.106], [0.126, 0.007, 0.104], [0.093, -0.021, 0.120], [0.103, -0.067, -0.090], [-0.101, 0.010, -0.132], [-0.095, 0.039, 0.105], [0.001, 0.086, -0.128], [0.019, -0.080, 0.136], [0.143, 0.079, 0.002]], "smiles": "C=C=NCC=C", "orbital_gap_ev": 9.9, "e_lumo_ha": 0.040, "total_energy_ha": -249.390861, "de_lowest_kj_mol": 216.28}



2.
{"formula": "C5H7N", "method": "wB97M-V/def2-TZVPD", "species": ["C", "C", "C", "C", "N", "C", "H", "H", "H", "H", "H", "H", "H"], "coordinates": [[1.422315, 0.152952, -0.123352], [0.466090, -1.015461, -0.119748], [-0.956484, -0.461623, -0.270922], [-0.881516, 1.021802, -0.435976], [0.359910, 0.974827, 0.548891], [-0.244851, -0.362559, 1.020652], [2.267250, -0.071885, 0.552198], [1.807201, 0.619650, -1.032328], [0.642500, -2.072949, -0.284129], [-1.715506, -1.160068, -0.593530], [-1.547060, 1.614229, 0.198642], [-1.045994, 1.385433, -1.479586], [-0.573851, -0.624344, 2.019183]], "forces_ev_per_a": [[-0.033, 0.127, -0.363], [0.069, -0.278, -0.128], [-0.380, -0.155, -0.210], [-0.007, -0.048, 0.066], [-0.123, 0.222, -0.082], [-0.146, -0.138, 0.359], [-0.466, 0.439, -0.088], [-0.078, -0.231, -0.176], [0.018, 0.129, 0.074], [-0.200, 0.061, 0.233], [-0.394, -0.498, -0.190], [1.416, 0.301, 0.588], [0.325, 0.067, -0.083]], "smiles": "C1[C@@H]2[C@@H]3CN1[C@H]23", "orbital_gap_ev": 10.3, "e_lumo_ha": 0.043, "total_energy_ha": -249.332274, "de_lowest_kj_mol": 370.10}



3.
{"formula": "C5H7N", "method": "wB97M-V/def2-TZVPD", "species": ["C", "C", "C", "N", "C", "C", "H", "H", "H", "H", "H", "H", "H"], "coordinates": [[1.234800, -0.966120, -1.181031], [-0.521064, 1.585682, -0.424918], [-0.037401, -0.952754, -0.813004], [-0.558214, -0.625663, 0.477281], [0.198999, 0.094518, 1.433302], [-0.941846, 0.799692, 0.721945], [2.030364, -0.632493, -0.523080], [1.496717, -1.225184, -2.199604], [-1.410388, 2.033061, -0.894466], [-0.833021, -1.235019, -1.500263], [1.204578, 0.419108, 1.178361], [0.023112, -0.193413, 2.467431], [-1.886635, 0.898586, 1.258046]], "forces_ev_per_a": [[-0.075, -0.078, 0.073], [-0.212, -0.312, 0.129], [0.234, -0.053, -0.205], [0.186, -0.103, -0.071], [0.258, -0.070, 0.112], [-0.210, 0.417, -0.099], [-0.080, -0.124, -0.086], [-0.008, -0.130, 0.150], [-0.144, 0.361, 0.235], [0.134, 0.056, 0.082], [-0.169, 0.051, 0.024], [0.001, 0.028, -0.170], [0.083, -0.042, -0.174]], "orbital_gap_ev": [7.7, 7.7], "e_lumo_ha": [-0.018, -0.016], "total_energy_ha": -249.250922, "de_lowest_kj_mol": 583.69}